[1]
Molecular formula: C30H38N2PtS4Si2
Method: DFT, the ωB97M-V functional and the def2-TZVPD basis

## Properties
- Multiplicity: 5
- Total charge: 0
- Energy above the lowest of the compared OMol25 structures with the same formula, charge and spin: 0.0 kcal per mole
- Strongest force on any atom: 0.3 eV/A
- Expectation value of S²: 6.019
- Gap between HOMO and LUMO (alpha / beta): 6.3 / 6.4 eV
- LUMO level (alpha / beta): 0.0 / -1.5 eV

Element x y z (Å)
Pt1 0.5739 -0.0244 0.2679
C1 6.0819 -4.3608 -0.1524
C2 4.6285 -4.4071 0.3378
C3 3.7026 -4.4238 -0.8783
C4 4.3905 -5.6954 1.1384
C5 4.3591 -3.2047 1.2382
C6 5.0931 -3.0567 2.4333
C7 4.8642 -2.0326 3.3257
C8 3.8697 -1.1067 3.0210
S1 3.2530 0.2352 3.9438
C9 2.0979 0.5476 2.6999
N1 2.1867 -0.2490 1.6727
C10 3.1593 -1.2188 1.8309
C11 3.3933 -2.2643 0.9400
C12 1.0393 1.5534 2.7342
C13 0.9839 2.5516 3.7039
C14 -0.0554 3.4674 3.6716
C15 -1.0231 3.3729 2.6772
C16 -0.9545 2.3738 1.7115
C17 0.0792 1.4462 1.7120
H1 6.2896 -5.2241 -0.7881
H2 6.7897 -4.3789 0.6771
H3 6.2660 -3.4548 -0.7336
H4 3.9275 -5.2992 -1.4903
H5 3.8386 -3.5377 -1.5026
H6 2.6528 -4.4855 -0.5825
H7 4.5567 -6.5668 0.5014
H8 3.3653 -5.7292 1.5107
H9 5.0653 -5.7712 1.9917
H10 5.8562 -3.7846 2.6756
H11 5.4329 -1.9636 4.2434
H12 2.7714 -2.3309 0.0572
H13 1.7446 2.6183 4.4736
H14 -0.1138 4.2499 4.4163
H15 -1.8374 4.0871 2.6553
H16 -1.7262 2.3231 0.9490
C18 1.4742 -1.9473 -3.1404
Si1 2.3796 -0.3227 -3.2829
C19 2.5283 0.1231 -5.1018
C20 4.0778 -0.4508 -2.5084
C21 1.4099 1.0453 -2.4434
C22 -0.0505 0.9652 -2.5185
C23 -0.7785 1.3635 -3.6415
C24 -2.1564 1.2656 -3.6264
C25 -2.7967 0.7679 -2.4974
C26 -2.0210 0.3833 -1.4247
N2 -0.6872 0.4807 -1.4359
Si2 2.1635 2.6718 -1.8716
C27 3.2462 2.4366 -0.3644
C28 3.1978 3.3552 -3.2817
C29 0.7814 3.8688 -1.4815
H17 0.4427 -1.8632 -3.4922
H18 1.4356 -2.3053 -2.1105
H19 1.9704 -2.7084 -3.7468
H20 3.1280 -0.6300 -5.6189
H21 3.0023 1.0942 -5.2513
H22 1.5467 0.1452 -5.5798
H23 4.6478 -1.2456 -2.9961
H24 3.9997 -0.6980 -1.4464
H25 4.6529 0.4726 -2.5996
H26 -0.2523 1.7459 -4.5056
H27 -2.7309 1.5741 -4.4903
H28 -3.8715 0.6738 -2.4488
H29 -2.4511 -0.0240 -0.5179
H30 3.9073 1.5740 -0.4568
H31 2.6325 2.2983 0.5273
H32 3.8636 3.3258 -0.2129
H33 4.0285 2.6963 -3.5416
H34 3.6187 4.3212 -2.9927
H35 2.5956 3.5071 -4.1798
H36 0.1524 3.4922 -0.6717
H37 0.1477 4.0531 -2.3518
H38 1.1940 4.8275 -1.1585
S2 0.2799 -4.6557 1.7695
C30 0.0338 -2.9989 1.6338
S3 0.2362 -2.3768 3.1765
S4 -0.3761 -2.1982 0.1901


[2]
Molecular formula: C30H38N3O6PtS2Si2
Method: DFT, the ωB97M-V functional and the def2-TZVPD basis

## Properties
- Multiplicity: 5
- Total charge: +1
- Energy above the lowest of the compared OMol25 structures with the same formula, charge and spin: 11.1 kcal per mole
- Strongest force on any atom: 0.9 eV/A
- Expectation value of S²: 6.045
- Gap between HOMO and LUMO (alpha / beta): 7.0 / 6.6 eV
- LUMO level (alpha / beta): -3.7 / -5.4 eV

Element x y z (Å)
Pt1 0.3511 0.1604 0.2958
C1 3.6433 -1.3066 -0.6408
C2 2.6595 -2.3741 -0.2229
C3 3.3600 -3.5737 0.3542
C4 2.7013 -4.3838 1.2137
C5 1.4009 -4.0361 1.5988
C6 0.8897 -2.7477 1.2916
N1 1.5778 -1.8697 0.6092
C7 -0.4885 -2.3694 1.7284
C8 -1.2830 -3.1925 2.5044
C9 -2.6248 -2.8761 2.6585
C10 -3.1391 -1.7525 2.0476
C11 -2.2854 -0.9221 1.3313
N2 -0.9962 -1.2414 1.2150
C12 -2.7398 0.3243 0.6632
C13 -4.0792 0.6314 0.5459
C14 -4.4435 1.7717 -0.1581
C15 -3.4625 2.5688 -0.6960
C16 -2.1181 2.2304 -0.5148
C17 -1.0550 3.1166 -1.0827
N3 -1.7880 1.1270 0.1565
H1 4.3139 -1.0812 0.1869
H2 3.1290 -0.4047 -0.9573
H3 4.2292 -1.6938 -1.4742
H4 4.3404 -3.8046 -0.0437
H5 3.1502 -5.2948 1.5876
H6 0.8211 -4.7359 2.1802
H7 -0.8831 -4.0767 2.9749
H8 -3.2689 -3.5214 3.2408
H9 -4.1880 -1.5211 2.1485
H10 -4.8409 -0.0009 0.9771
H11 -5.4894 2.0176 -0.2874
H12 -3.7095 3.4526 -1.2691
H13 -1.2580 4.1575 -0.8340
H14 -1.0417 3.0254 -2.1699
H15 -0.0651 2.8369 -0.7316
O1 -1.0264 0.3560 -2.6383
S1 0.3570 0.6281 -2.9040
O2 0.6451 1.8693 -3.5680
O3 1.2306 0.4944 -1.6540
C18 1.0825 -0.6471 -3.9485
C19 1.6527 -0.1674 -5.1227
C20 2.3089 -1.0205 -5.9952
C21 2.4076 -2.3710 -5.7110
C22 1.8528 -2.8711 -4.5477
C23 1.1993 -2.0171 -3.6640
S2 0.6802 -2.8444 -2.1845
O4 2.1046 -2.9834 -1.4751
O5 0.2835 -4.1687 -2.5208
O6 -0.1999 -2.0758 -1.3636
H16 1.5666 0.8886 -5.3328
H17 2.7438 -0.6244 -6.9038
H18 2.9152 -3.0362 -6.3972
H19 1.9125 -3.9249 -4.3099
C24 2.9476 2.8546 -0.4568
Si1 2.7162 2.3778 1.3388
C25 2.9998 3.9810 2.2772
C26 3.9191 1.0773 1.9634
C27 0.9426 1.7070 1.6225
Si2 0.6198 1.2478 3.4514
C28 -1.2378 1.1233 3.7306
C29 1.4746 -0.3471 3.9497
C30 1.1942 2.6010 4.6133
H20 4.0172 2.9699 -0.6628
H21 2.4693 3.8200 -0.6462
H22 2.5451 2.1299 -1.1627
H23 3.7850 4.5445 1.7646
H24 3.3241 3.8229 3.3061
H25 2.1080 4.6135 2.2975
H26 4.8306 1.0624 1.3588
H27 3.4658 0.0838 1.9348
H28 4.2133 1.2857 2.9957
H29 0.2514 2.5260 1.3865
H30 -1.6289 0.1293 3.5107
H31 -1.7848 1.8534 3.1270
H32 -1.4552 1.3296 4.7823
H33 1.5514 -1.0507 3.1212
H34 0.9248 -0.8319 4.7627
H35 2.4875 -0.1486 4.3089
H36 0.9433 3.5977 4.2459
H37 2.2708 2.5656 4.7902
H38 0.6943 2.4679 5.5772


[3]
Molecular formula: C30H38N4O2V
Method: DFT, the ωB97M-V functional and the def2-TZVPD basis

## Properties
- Multiplicity: 3
- Total charge: +1
- Energy above the lowest of the compared OMol25 structures with the same formula, charge and spin: 9.2 kcal per mole
- Strongest force on any atom: 0.4 eV/A
- Expectation value of S²: 2.015
- Gap between HOMO and LUMO (alpha / beta): 6.9 / 7.4 eV
- LUMO level (alpha / beta): -3.7 / -3.2 eV

Element x y z (Å)
V1 -0.1731 -0.3130 0.0655
O1 -4.1072 -0.3173 0.6541
C1 -2.9592 -0.0535 0.4295
O2 -1.9593 -0.9003 0.3138
C2 -2.5289 1.3928 0.2362
C3 -3.4260 2.4396 0.2908
C4 -2.9495 3.7246 0.0914
C5 -1.5956 3.9164 -0.1540
C6 -0.7612 2.8191 -0.1877
N1 -1.2182 1.5748 0.0026
H1 -4.4655 2.2163 0.4855
H2 -3.6214 4.5719 0.1254
H3 -1.1903 4.9053 -0.3140
H4 0.3007 2.9231 -0.3688
C7 2.4933 1.1927 2.6926
C8 0.9661 1.1105 2.7120
C9 0.3373 2.4354 3.1370
C10 0.4934 -0.0755 3.5313
C11 0.3114 0.0640 4.8976
C12 -0.0928 -1.0153 5.6652
C13 -0.3652 -2.2218 5.0506
C14 -0.2110 -2.4136 3.6775
C15 -0.6800 -3.7703 3.1470
C16 0.4036 -4.8572 3.1648
C17 -1.4449 -3.7544 1.8220
C18 0.2880 -1.3314 2.9349
N2 0.5874 -1.4511 1.5436
C19 1.3815 -2.4064 1.0985
C20 1.4260 -2.6273 -0.2728
C21 2.1401 -3.4942 -1.1137
C22 1.7188 -3.2132 -2.4008
C23 0.7658 -2.1685 -2.3205
N3 0.5823 -1.8306 -1.0428
C24 0.0499 -1.5022 -3.4680
C25 -0.8824 -0.4047 -2.9562
C26 -0.7698 -2.5534 -4.2273
C27 1.0939 -0.8844 -4.4097
H5 2.8301 2.0235 2.0674
H6 2.9304 0.2658 2.3162
H7 2.8676 1.3548 3.7045
H8 0.6523 0.9641 1.6681
H9 0.6815 2.7373 4.1258
H10 -0.7517 2.3702 3.1616
H11 0.6229 3.2269 2.4414
H12 0.4854 1.0199 5.3730
H13 -0.2285 -0.9063 6.7328
H14 -0.7399 -3.0465 5.6452
H15 -1.4106 -4.0826 3.8972
H16 1.0834 -4.7792 2.3156
H17 -0.0660 -5.8397 3.1027
H18 0.9895 -4.8207 4.0842
H19 -0.7970 -3.6593 0.9516
H20 -2.1762 -2.9484 1.7906
H21 -1.9809 -4.6992 1.7176
H22 1.9646 -2.9971 1.7976
H23 2.8476 -4.2469 -0.8032
H24 2.0341 -3.7099 -3.3049
H25 -1.6222 -0.8125 -2.2622
H26 -1.4291 0.0509 -3.7830
H27 -0.3075 0.4015 -2.4835
H28 -1.5263 -2.9989 -3.5797
H29 -0.1290 -3.3532 -4.5996
H30 -1.2701 -2.0927 -5.0810
H31 1.6918 -0.1361 -3.8826
H32 0.6033 -0.3998 -5.2556
H33 1.7673 -1.6487 -4.7977
C28 4.0985 2.0940 -2.6269
C29 4.0877 1.0991 -1.4580
C30 2.7373 0.8538 -0.9706
N4 1.6695 0.6512 -0.6103
H34 5.1242 2.2461 -2.9542
H35 3.6864 3.0559 -2.3269
H36 3.5219 1.7121 -3.4677
H37 4.6860 1.4636 -0.6218
H38 4.4991 0.1342 -1.7598


[4]
Molecular formula: C30H39AuBrFN2Si
Method: DFT, the ωB97M-V functional and the def2-TZVPD basis

## Properties
- Multiplicity: 1
- Total charge: 0
- Energy above the lowest of the compared OMol25 structures with the same formula, charge and spin: 23.2 kcal per mole
- Strongest force on any atom: 1.2 eV/A
- Gap between HOMO and LUMO: 6.8 eV
- LUMO level: -1.2 eV

Element x y z (Å)
Au1 0.6950 -0.5663 0.5031
N1 3.2007 1.1031 7.2163
C1 2.8603 0.8379 6.1539
C2 2.4289 0.5066 4.8175
C3 1.2318 -0.1677 4.6350
C4 0.8095 -0.4874 3.3502
C5 1.5972 -0.1358 2.2642
C6 2.8029 0.5448 2.4467
C7 3.2130 0.8740 3.7289
H1 0.6306 -0.4376 5.4909
H2 -0.1362 -0.9939 3.2116
H3 3.4087 0.8332 1.6034
H4 4.1367 1.4113 3.8923
F1 6.2288 -2.0771 -1.4535
C8 5.0130 -1.7483 -0.9631
C9 4.5528 -2.4032 0.1602
C10 3.3064 -2.0586 0.6659
C11 2.5592 -1.0843 0.0173
C12 3.0302 -0.4396 -1.1124
C13 4.2815 -0.7776 -1.6131
H5 5.1646 -3.1631 0.6225
H6 2.9286 -2.5651 1.5387
H7 2.4339 0.3107 -1.6083
H8 4.6857 -0.3040 -2.4952
C14 -2.2026 -2.6566 1.4613
C15 -2.7989 -1.4779 0.6749
C16 -4.1215 -1.9634 0.0673
C17 -3.1297 -0.3936 1.7080
Si1 -1.5444 -0.7726 -0.6370
C18 -2.0705 0.9932 -1.2482
C19 -3.5446 1.1008 -1.6607
C20 -1.2150 1.4010 -2.4513
C21 -1.8019 2.0485 -0.1685
C22 -1.3217 -2.0171 -2.1203
C23 -2.4887 -1.9769 -3.1195
C24 -1.2033 -3.4520 -1.5948
C25 -0.0284 -1.7484 -2.9006
H9 -2.8255 -2.8522 2.3372
H10 -1.1915 -2.4603 1.8143
H11 -2.1643 -3.5768 0.8852
H12 -4.7924 -2.2885 0.8686
H13 -3.9802 -2.8154 -0.5937
H14 -4.6395 -1.1881 -0.4940
H15 -3.7504 -0.8287 2.4957
H16 -3.6862 0.4400 1.2873
H17 -2.2352 0.0133 2.1822
H18 -3.8255 0.3749 -2.4224
H19 -3.7362 2.0956 -2.0757
H20 -4.2223 0.9737 -0.8188
H21 -1.4317 0.8262 -3.3489
H22 -0.1491 1.3084 -2.2397
H23 -1.4103 2.4536 -2.6818
H24 -2.3800 1.9028 0.7398
H25 -2.0611 3.0369 -0.5634
H26 -0.7501 2.0732 0.1083
H27 -3.4488 -2.1962 -2.6568
H28 -2.3246 -2.7287 -3.8984
H29 -2.5750 -1.0148 -3.6196
H30 -2.1361 -3.8269 -1.1825
H31 -0.4299 -3.5528 -0.8323
H32 -0.9314 -4.1095 -2.4256
H33 -0.0191 -0.7856 -3.4026
H34 0.0849 -2.5185 -3.6694
H35 0.8490 -1.8018 -2.2591
Br1 0.9529 5.5252 2.3313
C26 1.3171 4.6937 0.6834
C27 1.1885 5.3820 -0.5101
C28 1.4675 4.6955 -1.6785
C29 1.8527 3.3665 -1.5963
N2 1.9719 2.7024 -0.4522
C30 1.7095 3.3633 0.6684
H36 0.8768 6.4166 -0.5214
H37 1.3834 5.1777 -2.6408
H38 2.0633 2.8091 -2.5005
H39 1.7865 2.8171 1.5994


[5]
Molecular formula: C30H39BCl2N5O4S3SiY
Method: DFT, the ωB97M-V functional and the def2-TZVPD basis

## Properties
- Multiplicity: 1
- Total charge: 0
- Energy above the lowest of the compared OMol25 structures with the same formula, charge and spin: 0.0 kcal per mole
- Strongest force on any atom: 3.3 eV/A
- Gap between HOMO and LUMO (alpha / beta): 6.4 / 5.4 eV
- LUMO level (alpha / beta): -0.6 / -0.6 eV

Element x y z (Å)
Y1 -16.0153 -19.7526 -1.9778
C1 -16.2315 -23.9742 -0.4901
C2 -16.7849 -22.7028 -1.0631
N1 -16.3450 -21.5516 -0.6228
N2 -15.1505 -21.6086 0.0991
C3 -14.0009 -21.7100 -0.6527
N3 -12.7807 -21.6680 0.0168
S1 -14.1492 -21.8644 -2.3352
C4 -17.7061 -22.6551 -2.1694
C5 -18.6851 -23.6601 -2.4957
C6 -19.0673 -23.7636 -3.8466
C7 -18.5368 -22.8018 -4.7740
C8 -17.8404 -21.6675 -4.2664
N4 -17.5391 -21.5542 -2.9717
H1 -16.6245 -24.1836 0.5153
H2 -16.4805 -24.8348 -1.1183
H3 -15.1045 -23.9165 -0.3683
H4 -15.1397 -21.8192 1.1602
H5 -12.6551 -21.6208 1.0249
H6 -12.0041 -21.8688 -0.5889
H7 -19.0048 -24.3830 -1.7525
H8 -19.5932 -24.6314 -4.2070
H9 -18.6690 -22.9214 -5.8376
H10 -17.5240 -20.8712 -4.9423
Cl1 -14.5591 -20.0930 -5.3776
C9 -10.9586 -26.5971 -4.8544
Cl2 -11.6007 -25.3680 -5.6962
H11 -11.3335 -26.7214 -3.8369
H12 -10.2129 -27.1767 -5.3275
C10 -16.5379 -15.2626 -4.2340
Si1 -18.0045 -16.4204 -4.0523
C11 -19.5206 -15.5154 -3.2102
C12 -18.5924 -17.0547 -5.7348
C13 -17.5851 -17.8496 -2.8654
H13 -16.5649 -14.6829 -5.1653
H14 -15.5980 -15.8615 -4.2059
H15 -16.4214 -14.5159 -3.4343
H16 -19.9915 -14.6778 -3.7662
H17 -19.2602 -15.2407 -2.1629
H18 -20.2733 -16.2984 -3.2850
H19 -19.3151 -16.3605 -6.1582
H20 -19.0232 -18.0846 -5.6927
H21 -17.6827 -17.0934 -6.4069
H22 -18.1844 -18.7407 -3.1554
H23 -17.7668 -17.6199 -1.8219
C14 -8.2739 -16.1417 -7.2326
C15 -9.1766 -15.0495 -6.5963
C16 -8.6122 -14.6736 -5.1743
C17 -9.1842 -13.8010 -7.4795
C18 -10.5923 -15.6521 -6.5854
C19 -11.6826 -14.7900 -6.5198
C20 -13.0074 -15.2427 -6.3448
C21 -13.1463 -16.5847 -6.4495
O1 -14.2766 -17.3284 -6.1052
B1 -13.8803 -18.6576 -6.2204
O2 -12.5025 -18.7500 -6.6550
C22 -12.0701 -17.4780 -6.5776
C23 -10.7825 -17.0144 -6.5254
H24 -7.4045 -15.6437 -7.7480
H25 -8.8038 -16.7793 -7.9730
H26 -7.8665 -16.7886 -6.4506
H27 -7.5634 -14.2298 -5.2526
H28 -8.5574 -15.5571 -4.5308
H29 -9.2118 -13.9723 -4.5841
H30 -8.2328 -13.6041 -7.9325
H31 -9.3101 -12.9007 -6.8652
H32 -9.8978 -13.7700 -8.3048
H33 -11.5825 -13.7013 -6.4553
H34 -13.8035 -14.5100 -6.2161
H35 -9.9844 -17.7346 -6.5490
O3 -14.3009 -18.2528 1.5835
S2 -15.1059 -17.9390 0.4193
O4 -16.5151 -18.4830 0.3830
N5 -14.4677 -18.5136 -0.9747
C24 -13.8464 -17.4600 -1.6999
S3 -12.7764 -17.5641 -2.9819
C25 -14.3257 -16.1562 -1.1493
C26 -14.0627 -14.9170 -1.7167
C27 -14.5477 -13.7411 -1.0350
C28 -15.3621 -13.8724 0.0814
C29 -15.5945 -15.1062 0.6357
C30 -15.0209 -16.2104 0.0361
H36 -13.4896 -14.8993 -2.6123
H37 -14.2872 -12.7438 -1.4567
H38 -15.7136 -12.9478 0.5541
H39 -16.3000 -15.1979 1.4860


[6]
Molecular formula: C30H39BrN4O3Y
Method: DFT, the ωB97M-V functional and the def2-TZVPD basis

## Properties
- Multiplicity: 1
- Total charge: -1
- Energy above the lowest of the compared OMol25 structures with the same formula, charge and spin: 0.1 kcal per mole
- Strongest force on any atom: 0.2 eV/A
- Gap between HOMO and LUMO: 6.9 eV
- LUMO level: 2.8 eV

Element x y z (Å)
Y1 0.7954 0.1488 -0.5953
C1 -4.0609 -0.8820 -1.8435
N1 -3.8324 -1.1705 -0.4410
C2 -3.5238 -2.5689 -0.2116
C3 -2.8004 -2.8621 1.1112
C4 -1.2672 -2.7476 1.0877
N2 -0.7487 -1.5105 1.6983
C5 0.0490 -1.6163 2.7305
C6 0.7115 -0.5103 3.4051
C7 0.8006 -0.5761 4.8039
C8 1.3808 0.4242 5.5531
C9 1.8999 1.5409 4.8894
C10 1.8640 1.6196 3.5170
C11 1.3161 0.5837 2.7220
O1 1.4087 0.6432 1.4317
C12 -4.8750 -0.6495 0.4379
C13 -4.4286 0.4691 1.3816
C14 -4.2118 1.8369 0.7436
N3 -3.0364 1.9492 -0.1047
C15 -3.1925 2.6303 -1.1611
C16 -2.2074 3.0378 -2.1673
C17 -2.6973 3.9060 -3.1531
C18 -1.9091 4.4228 -4.1595
C19 -0.5639 4.0570 -4.1952
C20 -0.0488 3.2008 -3.2514
C21 -0.8377 2.6548 -2.2119
O2 -0.2959 1.8282 -1.3732
H1 -4.9482 -1.4081 -2.2415
H2 -3.1853 -1.1699 -2.4248
H3 -4.2078 0.1890 -1.9786
H4 -2.8891 -2.9074 -1.0341
H5 -4.4477 -3.1782 -0.2414
H6 -3.0394 -3.8953 1.3782
H7 -3.1970 -2.2385 1.9169
H8 -0.9035 -2.7693 0.0579
H9 -0.8186 -3.5800 1.6267
H10 0.1745 -2.6143 3.1291
H11 0.3746 -1.4414 5.3029
H12 1.4219 0.3509 6.6322
H13 2.3464 2.3486 5.4585
H14 2.2883 2.4662 2.9917
H15 -5.2796 -1.4701 1.0436
H16 -5.7153 -0.2814 -0.1678
H17 -3.5190 0.1698 1.9044
H18 -5.2130 0.5924 2.1379
H19 -4.0810 2.5585 1.5580
H20 -5.1286 2.1317 0.2017
H21 -4.2002 3.0216 -1.3950
H22 -3.7472 4.1783 -3.1056
H23 -2.3264 5.0911 -4.9013
H24 0.0816 4.4428 -4.9765
H25 0.9895 2.8914 -3.2716
C22 7.5428 0.5266 -1.6002
C23 6.0429 0.5408 -1.5024
C24 5.2586 1.4676 -2.1853
C25 3.8846 1.4304 -2.0549
C26 3.2313 0.4752 -1.2526
Br1 -0.2699 -1.6492 -2.5122
N4 4.0304 -0.4117 -0.6029
C27 5.3580 -0.3744 -0.7230
H26 7.8723 0.4115 -2.6351
H27 7.9606 -0.2983 -1.0219
H28 7.9767 1.4542 -1.2202
H29 5.7326 2.2147 -2.8168
H30 3.2873 2.1615 -2.5899
H31 5.9163 -1.1221 -0.1615
C28 -1.1111 -0.3525 1.0471
H32 -1.9812 -0.4608 0.4162
H33 -1.0386 0.5451 1.6486
C29 3.0765 -4.0476 0.3129
C30 2.1641 -3.1434 -0.4941
O3 1.9938 -1.8905 0.1607
H34 3.1840 -5.0185 -0.1769
H35 2.6723 -4.2024 1.3147
H36 4.0682 -3.6016 0.4114
H37 1.1734 -3.5824 -0.6097
H38 2.5581 -2.9865 -1.5028
H39 2.8977 -1.4241 0.1050